Record 1
The following is a quantum chemistry calculation of a 2-piece molecular cluster, C5H9NO overall, from the OMol25 dataset.

## Properties
Energy relative to the best compared isomer or geometry (same formula, charge and spin), kcal per mole: 90.85
Net charge: 0
Gap between HOMO and LUMO, eV: 9.685
Total energy, eV: -8865.273
HOMO level, eV: -8.9
Multiplicity: 1
Structure (SMILES): C=C=N.C=CCO
E_LUMO, eV: 0.7462

Each line ends with the Löwdin charge.
CARTESIAN COORDINATES (ANGSTROEM)
O 2.902 2.190 -2.429  -0.07
N -1.950 -2.828 4.063  0.13
C 0.974 0.966 -1.343  -0.14
C -3.064 -2.227 1.951  -0.02
C -2.236 -2.426 2.942  -0.27
C 0.565 2.044 -0.693  -0.01
C 2.105 1.047 -2.421  -0.29
H 1.021 3.013 -0.823  0.05
H -0.178 2.013 0.085  0.05
H 3.116 2.466 -1.530  0.08
H 1.637 1.010 -3.411  0.12
H 0.338 0.106 -1.506  0.09
H 2.732 0.146 -2.338  0.11
H -1.053 -3.225 4.312  0.06
H -3.431 -1.239 1.740  0.04
H -3.477 -3.056 1.403  0.05



Record 2
The following is a quantum chemistry calculation of one molecule with the formula C5H9NO, from the OMol25 dataset.

## Properties
Energy relative to the best compared isomer or geometry (same formula, charge and spin), kcal per mole: 72.10
Net charge: 0
Gap between HOMO and LUMO, eV: 10.566
Total energy, eV: -8866.086
HOMO level, eV: -9.5
Multiplicity: 1
Structure (SMILES): C[C@H]1CC/C1=N\O
E_LUMO, eV: 1.0640

Each line ends with the Löwdin charge.
CARTESIAN COORDINATES (ANGSTROEM)
O 2.657 -0.571 0.774  -0.07
N 1.635 -1.022 -0.073  0.05
C -0.601 -0.213 -0.825  -0.29
C 0.590 1.298 0.258  -0.09
C -1.322 -1.216 0.079  -0.07
C -0.798 1.281 -0.438  -0.13
C 0.813 -0.087 -0.299  -0.31
H -1.124 -2.239 -0.255  0.08
H 2.874 -1.379 1.253  0.09
H 1.289 2.079 -0.052  0.11
H 0.562 1.277 1.354  0.12
H -0.833 1.940 -1.310  0.11
H -0.927 -1.137 1.099  0.08
H -2.401 -1.049 0.118  0.08
H -1.664 1.483 0.199  0.11
H -0.749 -0.445 -1.884  0.14



Record 3
The following is a quantum chemistry calculation of one molecule with the formula C5H9NO, from the OMol25 dataset.

## Properties
Energy relative to the best compared isomer or geometry (same formula, charge and spin), kcal per mole: 21.56
Net charge: 0
Gap between HOMO and LUMO, eV: 11.074
Total energy, eV: -8868.278
HOMO level, eV: -10.1
Multiplicity: 1
Structure (SMILES): [H]/N=C1/CCCCO1
E_LUMO, eV: 0.9543

Each line ends with the Löwdin charge.
CARTESIAN COORDINATES (ANGSTROEM)
O -0.585 1.067 -0.990  -0.05
N -1.787 1.666 0.908  0.17
C 0.375 0.579 1.177  -0.12
C 0.821 -0.945 -0.727  -0.19
C -0.381 -0.290 -1.410  -0.18
C -0.768 1.142 0.375  -0.46
C 0.690 -0.869 0.782  -0.20
H -0.111 -0.297 -2.457  0.12
H 1.716 -0.395 -1.055  0.12
H -0.119 -1.535 1.107  0.12
H -2.438 1.978 0.184  0.07
H 0.951 -1.978 -1.079  0.12
H 1.610 -1.201 1.272  0.11
H 1.253 1.202 0.962  0.13
H -1.341 -0.807 -1.251  0.13
H 0.136 0.665 2.237  0.12



Record 4
The following is a quantum chemistry calculation of C5H9NO as an isolated structure, from the OMol25 dataset.

## Properties
Energy relative to the best compared isomer or geometry (same formula, charge and spin), kcal per mole: 122.62
Net charge: 0
Gap between HOMO and LUMO, eV: 8.295
Total energy, eV: -8863.895
HOMO level, eV: -7.4
Multiplicity: 1
E_LUMO, eV: 0.8534

Each line ends with the Löwdin charge.
CARTESIAN COORDINATES (ANGSTROEM)
O 0.243 -1.357 1.426  0.05
N -1.304 -1.187 -0.392  0.11
C -0.345 -0.796 0.348  -0.42
C 0.611 0.321 0.175  -0.28
C -0.745 -0.745 -2.149  0.00
C 1.346 -0.378 1.328  -0.06
C 0.068 1.722 0.413  -0.04
H -1.319 0.197 -2.279  -0.05
H 0.885 2.447 0.358  0.08
H 1.460 0.169 2.267  0.12
H -0.415 1.818 1.394  0.09
H -0.670 1.974 -0.355  0.08
H -1.376 -1.464 -2.707  -0.06
H 2.274 -0.881 1.044  0.13
H 1.041 0.205 -0.828  0.12
H -1.753 -2.043 -0.044  0.12



Record 5
The following is a quantum chemistry calculation of one molecule with the formula C5H9NO, from the OMol25 dataset.

## Properties
Energy relative to the best compared isomer or geometry (same formula, charge and spin), kcal per mole: 84.24
Net charge: 0
Gap between HOMO and LUMO (spin up / spin down), eV: 6.892 / 6.894
Total energy, eV: -8865.560
HOMO level (spin up / spin down), eV: -6.0 / -6.0
Multiplicity: 1
E_LUMO (spin up / spin down), eV: 0.8881 / 0.8882

Each line ends with the Löwdin charge.
CARTESIAN COORDINATES (ANGSTROEM)
O 2.158 -0.202 -0.215  -0.02
N 0.079 0.318 -0.665  -0.14
C -0.995 0.948 -1.391  -0.01
C 1.426 -0.285 1.053  -0.12
C 0.008 0.123 0.720  -0.30
C -1.081 -0.781 1.220  -0.10
C 1.275 0.165 -1.146  -0.14
H 1.623 0.418 -2.136  0.15
H -0.780 -1.846 1.233  0.07
H 1.968 0.364 1.749  0.11
H -1.989 -0.722 0.610  0.06
H -0.951 2.023 -1.226  0.10
H -1.948 0.585 -1.023  0.08
H 1.524 -1.315 1.431  0.11
H -0.928 0.738 -2.454  0.09
H -1.388 -0.531 2.240  0.07



Record 6
The following is a quantum chemistry calculation of C5H9NO as an isolated structure, from the OMol25 dataset.

## Properties
Energy relative to the best compared isomer or geometry (same formula, charge and spin), kcal per mole: 54.97
Net charge: 0
Gap between HOMO and LUMO, eV: 10.842
Total energy, eV: -8866.829
HOMO level, eV: -9.9
Multiplicity: 1
E_LUMO, eV: 0.9059

Each line ends with the Löwdin charge.
CARTESIAN COORDINATES (ANGSTROEM)
O 1.351 -0.034 -1.364  -0.01
N -0.795 -0.595 -2.246  0.17
C -0.596 -0.776 1.486  -0.03
C 1.500 -0.254 0.047  -0.11
C -0.011 -0.221 0.201  -0.40
C -0.617 1.218 0.015  -0.03
C 0.023 -0.424 -1.314  -0.44
H -0.334 -0.446 -3.139  0.07
H 2.106 0.473 0.584  0.13
H -0.137 -1.688 1.871  0.08
H -0.391 0.011 2.228  0.09
H -1.700 1.061 0.029  0.10
H 1.957 -1.241 0.151  0.13
H -0.279 1.878 0.806  0.08
H -0.402 1.700 -0.942  0.09
H -1.680 -0.901 1.465  0.08